{
  "formula": "H28O14",
  "method": "the ωB97M-V functional and the def2-TZVPD basis",
  "homo_ev": -9.73,
  "relative_energy_ev": 1.650,
  "e_tot_ha": -1070.1403,
  "spin_multiplicity": 1,
  "lumo_ev": 0.06,
  "gap_ev": 9.8,
  "symbols": ["O", "H", "H", "O", "O", "H", "H", "H", "H", "O", "O", "H", "H", "H", "O", "H", "H", "H", "H", "H", "H", "O", "H", "H", "H", "H", "H", "O", "O", "H", "O", "H", "O", "H", "O", "H", "O", "H", "H", "O", "H", "H"],
  "xyz": [[-10.080, -5.974, -11.455], [-9.398, -7.354, -7.547], [-9.746, -6.468, -8.732], [-8.948, -5.667, -6.265], [-12.264, -5.696, -6.057], [-11.835, -5.936, -10.822], [-11.355, -2.288, -7.528], [-14.106, -5.120, -10.518], [-12.531, -2.563, -10.584], [-10.220, -2.819, -6.381], [-7.376, -4.581, -8.209], [-10.209, -3.190, -10.503], [-8.612, -6.441, -5.775], [-11.659, -2.509, -11.752], [-12.700, -6.147, -10.414], [-12.495, -6.507, -5.720], [-9.184, -5.859, -11.225], [-10.131, -5.639, -12.377], [-8.813, -3.456, -11.114], [-12.683, -2.682, -8.159], [-11.851, -5.810, -6.907], [-11.998, -1.975, -8.132], [-14.303, -3.955, -8.846], [-7.171, -3.681, -8.279], [-6.817, -4.802, -7.445], [-12.493, -6.714, -9.672], [-10.038, -4.725, -9.363], [-9.308, -3.259, -10.292], [-13.959, -4.054, -7.975], [-15.489, -5.467, -10.129], [-14.967, -4.717, -10.361], [-10.312, -2.848, -5.435], [-10.733, -5.122, -8.842], [-6.643, -6.363, -10.482], [-11.972, -3.122, -11.082], [-9.827, -3.694, -6.586], [-7.458, -5.832, -10.429], [-7.504, -5.400, -9.539], [-11.586, -4.992, -9.266], [-9.231, -7.206, -8.457], [-8.564, -5.747, -7.100], [-14.609, -3.630, -7.445]],
  "atomic_forces_ev_per_a": [[-2.2, 0.2, -2.1], [-0.7, -0.1, 1.0], [-1.3, 1.0, -0.2], [-0.5, -0.4, 3.1], [0.6, 3.1, -0.4], [-0.1, -0.4, 0.0], [1.2, -0.6, 1.2], [0.6, -0.2, -0.2], [-1.0, 0.9, 1.5], [1.0, -0.8, -0.3], [0.5, -1.3, 1.5], [-2.4, 0.3, -0.6], [-0.3, 0.6, -0.1], [0.1, -0.1, -0.4], [0.1, 0.2, -0.4], [-0.7, -3.0, 1.0], [2.3, -0.1, 0.9], [-0.1, -0.4, 0.8], [-0.6, 0.1, 0.8], [0.6, 0.5, 0.4], [0.3, 0.0, -0.4], [-2.1, 0.3, -1.8], [-0.8, -0.3, -1.6], [-0.1, 2.5, -0.7], [-0.3, -0.5, -0.2], [0.1, -0.3, 0.1], [0.2, 0.9, -0.6], [3.3, -0.3, 0.0], [1.3, -0.3, 0.7], [-0.8, -0.7, 0.3], [-0.1, 1.1, -0.5], [-0.2, 0.1, 0.6], [-0.3, -0.4, 1.4], [-0.7, 0.4, 0.2], [0.9, -0.7, -1.2], [-0.4, 0.5, 0.0], [0.3, 0.0, -0.4], [0.4, -0.6, -0.8], [0.1, 0.4, -0.2], [1.9, -1.9, -1.0], [0.8, -0.1, -2.3], [-0.7, 0.5, 1.0]],
  "lowdin_charge": [-0.0367, 0.0044, -0.0487, -0.0403, -0.0080, 0.0234, -0.0614, -0.0119, 0.0305, -0.0383, -0.0054, -0.0421, 0.0776, 0.0691, -0.0500, -0.0146, -0.0289, 0.0884, 0.0726, -0.0041, -0.0025, -0.0773, -0.0192, 0.0601, 0.1013, 0.0675, 0.0042, -0.0347, -0.0302, 0.0399, -0.0518, 0.0544, -0.0485, 0.0651, -0.0114, 0.0300, -0.0879, -0.0199, 0.0233, -0.0369, -0.0494, 0.0480]
}